[1]
{
  "formula": "C25H44OP2Sc",
  "method": "ωB97M-V/def2-TZVPD",
  "symbols": ["H", "C", "C", "H", "H", "C", "H", "H", "C", "C", "H", "H", "C", "H", "H", "H", "H", "H", "H", "C", "C", "H", "H", "H", "H", "H", "H", "H", "C", "H", "C", "H", "C", "C", "H", "C", "Sc", "P", "C", "H", "C", "C", "H", "H", "H", "C", "H", "H", "H", "H", "C", "H", "H", "H", "C", "O", "C", "H", "H", "C", "H", "H", "H", "C", "H", "C", "P", "H", "C", "H", "H", "H", "C"],
  "xyz": [[-3.68697, 1.89036, -3.70481], [-1.21012, -2.81919, 1.03478], [-0.17373, -2.16769, 1.88475], [1.14876, 3.51668, 1.84815], [1.73626, -0.00166, 5.22001], [-1.68545, -0.38681, 3.04077], [2.83343, 3.88890, 1.27333], [0.66229, -0.72655, -4.37799], [0.93017, -2.25053, -2.12236], [-2.89499, 2.62961, 0.15983], [0.46758, 0.92871, -5.04139], [-2.75693, -1.15194, -1.48844], [3.17996, -1.84238, 3.50635], [2.21846, 0.35100, -2.93690], [4.08214, -1.04710, -0.30936], [1.36602, -2.20982, -3.13002], [1.09982, -3.24742, -1.69036], [-0.88594, 2.15413, 0.60096], [-0.94301, -0.13657, -4.84048], [0.01566, 0.15696, -4.40534], [-3.24278, 1.87849, -2.70367], [-2.74290, 2.83485, -2.56781], [-1.15721, 2.26634, -1.14326], [-1.81270, -0.29316, 4.12839], [-1.75777, 0.63958, 2.64081], [3.25873, -1.55317, 4.55917], [1.43649, 1.20030, 3.95566], [-4.99896, 2.76672, 0.14381], [-2.49222, -0.08018, -1.43425], [3.62628, -2.51183, -1.21669], [-2.31118, 0.67107, -2.63697], [3.60913, -2.84173, 3.37870], [-0.38505, -1.04606, 2.74173], [0.80869, -0.82039, 3.48825], [-2.18177, 0.02142, 0.69358], [3.50484, -1.42008, -1.17261], [1.70712, -0.42437, 1.25821], [-0.16506, 0.86509, -2.69599], [-4.39757, 1.71410, -1.65946], [2.53885, 3.17112, 2.89310], [2.13608, 1.76310, 1.38355], [1.55892, 0.49835, -2.05965], [3.80299, -1.13495, 2.92672], [-5.34012, 2.10031, -2.08908], [-0.15404, -2.08419, -2.18597], [1.02692, 0.29649, 4.43881], [-0.93710, 3.19330, -3.16334], [-0.81366, -3.15304, 0.06801], [-2.41272, 0.06675, -3.55254], [0.08434, 0.59891, 4.91827], [-1.60992, 1.92087, -0.19254], [1.02069, -4.45981, 0.93729], [1.90779, 1.37799, -1.49250], [-1.63220, -3.70377, 1.53453], [-1.76084, 0.39276, -0.24898], [2.99490, 1.11215, 0.71791], [0.01556, 2.65412, -3.10675], [3.92204, -0.99771, -2.09957], [2.30595, -4.44456, 2.18927], [1.77696, -3.83637, 1.43882], [-2.52232, -0.98313, 2.63949], [0.48808, 2.70346, -4.09280], [2.52011, -3.53009, 0.68324], [1.76356, -1.83105, 3.10238], [-0.71910, -0.01764, -0.31456], [1.15069, -2.66089, 2.10120], [1.71148, -1.01201, -1.03487], [0.67105, 3.14326, -2.37387], [-4.10256, 2.42164, -0.38005], [-2.04707, -2.14208, 0.80586], [-4.54859, 0.63077, -1.47518], [-2.80661, 3.37150, 0.96431], [2.20038, 3.17881, 1.84041]],
  "e_lumo_ev": -3.074,
  "homo_ha": -0.31511,
  "de_lowest_kcal_mol": 18.2,
  "charge": 1
}

---

[2]
{
  "formula": "C2H6N4",
  "method": "ωB97M-V/def2-TZVPD",
  "symbols": ["H", "N", "H", "N", "H", "H", "C", "N", "C", "N", "H", "H"],
  "xyz": [[-1.28603, 0.19077, 1.50449], [1.36869, -1.20330, -0.32778], [0.05722, 1.35256, -1.01595], [-0.29739, -0.46111, -0.18860], [0.24844, -0.63151, 1.81257], [-0.59228, 0.13291, -2.03974], [-0.26007, 0.07157, 1.15483], [-0.44694, 0.47194, -1.10155], [2.04491, -1.57273, 0.70629], [2.74262, -1.82497, 1.58927], [1.21577, -1.90730, -1.03668], [0.25860, 1.03759, 1.20777]],
  "e_lumo_ev": 0.528,
  "homo_ha": -0.32776,
  "de_lowest_kcal_mol": 85.5,
  "charge": 0
}

---

[3]
{
  "formula": "C26H24Cl56NO4PS2",
  "method": "ωB97M-V/def2-TZVPD",
  "symbols": ["Cl", "H", "C", "O", "H", "H", "Cl", "Cl", "Cl", "Cl", "Cl", "H", "Cl", "H", "Cl", "Cl", "O", "Cl", "Cl", "C", "H", "H", "C", "C", "Cl", "H", "C", "C", "Cl", "H", "C", "C", "Cl", "Cl", "H", "C", "Cl", "C", "Cl", "H", "Cl", "H", "Cl", "Cl", "Cl", "Cl", "C", "Cl", "C", "Cl", "Cl", "Cl", "H", "Cl", "C", "H", "H", "Cl", "H", "Cl", "C", "C", "Cl", "P", "Cl", "Cl", "C", "Cl", "Cl", "Cl", "C", "Cl", "S", "Cl", "H", "C", "Cl", "H", "C", "C", "H", "Cl", "Cl", "Cl", "H", "Cl", "C", "O", "N", "Cl", "Cl", "Cl", "Cl", "O", "H", "H", "Cl", "Cl", "Cl", "Cl", "Cl", "C", "Cl", "C", "Cl", "C", "Cl", "S", "C", "Cl", "H", "H", "Cl", "C"],
  "xyz": [[3.20276, -3.16728, 3.33622], [4.07649, 0.61518, 2.83955], [-0.03906, 2.01414, 1.07738], [-0.56980, 2.71501, 0.22621], [-2.39341, 0.91412, -0.39660], [-1.08719, -4.61464, 0.47368], [-7.28273, 9.05619, -2.25278], [9.49023, -1.40410, 4.73326], [8.37951, -0.57572, 7.26355], [-2.54026, 0.89494, -9.25013], [5.33143, -0.64630, 10.75340], [1.32268, 1.79622, 3.53264], [-0.60350, -5.43821, -7.15802], [-2.75818, -2.53313, 0.40695], [10.57774, -1.81361, -7.20196], [2.77177, 0.09903, 9.64866], [-1.68590, 0.00421, 4.30102], [-4.44769, -1.88914, -7.75486], [4.94532, 1.99757, 9.66510], [-0.48525, 1.09717, -3.60286], [-2.73426, 2.37333, 4.52535], [3.40086, 3.54457, 0.61652], [8.47198, -0.20857, 5.53991], [-0.90525, -3.58580, 0.78931], [-9.30136, 8.70051, -0.22341], [2.15080, 3.42146, -0.64061], [-2.76789, 3.11416, 2.47292], [-1.75757, -2.59672, -0.02469], [9.44917, -0.56403, -9.54404], [2.72424, 2.75687, 3.11986], [-2.32062, 3.17012, 3.91137], [5.60901, 1.38051, -3.41399], [-4.03482, -0.39792, -5.33249], [-7.58154, -2.80267, 4.52577], [1.78936, 4.22110, 0.88594], [2.22896, 1.80227, 2.92070], [3.36612, -4.48873, -5.02751], [-8.30236, 7.87743, -1.42444], [0.92280, 0.87331, -2.56571], [-1.10568, -3.48122, 1.85567], [-6.59770, -5.35385, 3.60570], [-2.08854, 5.02415, 1.94466], [-3.29862, -3.18163, -5.44954], [6.30402, 0.56532, -2.01037], [-4.36146, 6.64048, 4.64132], [-7.13486, 7.24477, 5.15860], [-4.23116, 0.02589, 3.54360], [-6.08467, -2.42772, -5.43803], [4.61140, -3.40480, -4.39465], [-6.16213, 7.12688, 2.44507], [8.60633, -3.21421, -8.77419], [2.44486, -6.14419, -1.57589], [-1.87005, -2.98261, -1.03957], [2.10758, -4.70992, 5.51960], [2.33773, 3.38988, 0.43054], [0.15206, -3.33865, 0.65446], [-4.36941, -0.33788, 4.56091], [3.12232, -8.75075, -0.54287], [-3.28937, 4.35275, 0.78511], [6.27384, 3.01166, -3.53901], [4.52005, 0.29164, 9.49516], [-6.85898, -3.66644, 3.16140], [9.16069, 1.40192, 5.31433], [1.78032, 1.79612, 1.12338], [3.88728, -1.84952, -3.99587], [5.29741, -4.12826, -2.93961], [-0.25743, -6.68587, -5.95954], [-0.86100, -0.42282, -4.41635], [6.84556, -0.25768, 4.84354], [-4.33269, -0.35208, -11.14162], [9.11801, -1.63198, -8.17772], [-5.31396, -2.91732, 2.75192], [-0.97108, -0.96852, -0.03255], [5.02872, -6.59362, -0.36531], [2.56026, -0.33052, 3.06654], [2.45049, -3.07838, 4.93530], [-0.12855, 2.34404, -4.80547], [-3.20885, -0.33001, 0.53297], [-2.26510, 0.21252, 0.42471], [3.74935, -7.31326, -1.35432], [-1.23042, 3.03653, 3.94326], [-7.94707, -3.58256, 1.77156], [3.56344, -2.26911, 6.04885], [3.85123, 1.46099, -3.23535], [-3.76729, 5.01988, 2.40256], [4.40681, -7.76641, -2.93047], [-4.46949, -1.97396, -5.99238], [-0.72905, 1.32472, 2.04521], [-2.99189, 2.05332, 1.77437], [-1.06169, -6.28392, -4.43682], [-9.33756, 7.06197, -2.59781], [0.96393, -2.14456, 4.83421], [-3.59006, 2.41564, -11.46343], [-2.46886, -1.64163, 2.70873], [-4.82518, -0.53848, 2.82256], [-4.51222, 1.07608, 3.50251], [-1.89725, 1.57904, -2.64983], [5.03818, -0.28471, 7.90938], [5.98444, 0.45565, -4.86911], [-5.37204, 9.30067, 4.16819], [-7.28024, 6.68355, -0.61443], [-2.05297, 0.96240, 1.74720], [7.83111, -0.93969, -7.18482], [-3.94656, 1.14786, -10.28666], [-0.84244, -8.24609, -6.54111], [-3.01995, 4.45673, 1.83120], [1.48569, -6.77147, -5.68775], [-2.52367, -0.25144, 3.13619], [-5.76093, 7.58135, 4.10384], [-5.32710, 1.63078, -9.29766], [3.20808, 0.59841, 4.38690], [-2.53098, 4.13792, 4.36569], [5.88502, -3.17325, -5.60533], [3.08734, 0.59667, 3.29739]],
  "e_lumo_ev": -0.014,
  "homo_ha": -0.30721,
  "de_lowest_kcal_mol": 0.0,
  "charge": 0
}